*one*
Computed, not measured: a structure of composition C5H7ClN2, with the ωB97M-V functional and the def2-TZVPD basis.

Structure (XYZ):
```
15
Properties=species:S:1:pos:R:3:nbo_charge:R:1
C -1.213 0.104 -0.809 -0.1881
C 0.005 0.029 -0.020 -0.1763
C 0.388 -0.477 1.129 -0.0384
C 2.028 0.789 0.289 0.0912
C 0.984 0.927 -0.631 -0.2916
H -3.198 -0.435 0.362 0.3628
H -2.725 -1.589 -1.359 0.3547
H -1.676 1.139 -0.870 0.2025
H -0.933 -0.186 -2.047 0.1862
H -0.082 -1.317 1.767 0.2361
H 2.443 -0.622 1.983 0.4378
H 0.999 1.492 -1.496 0.2352
N -2.289 -1.067 -0.188 -0.8808
N 1.609 -0.116 1.343 -0.5359
Cl 3.659 1.329 0.547 0.0045
```

Kohn-Sham gap = 8.914 eV
Total charge = 0
Highest occupied orbital energy = -8.18 eV
Molar mass = 130.6 g/mol



*two*
Computed, not measured: the molecule C5H7ClN2, with the ωB97M-V functional and the def2-TZVPD basis.

Structure (XYZ):
```
15
Properties=species:S:1:pos:R:3:nbo_charge:R:1
C -0.546 1.262 0.003 -0.0523
C 1.729 1.965 -0.173 -0.3277
C -0.943 -1.008 0.109 0.4234
C 1.240 -0.296 0.400 -0.0906
C -1.472 -2.356 0.075 -0.7217
N -1.389 0.136 -0.004 -0.4497
N 0.926 0.930 0.009 -0.3446
Cl 2.655 -1.032 -0.218 -0.0078
H -0.732 1.842 -0.907 0.2160
H -0.777 1.887 0.871 0.2172
H 1.324 2.944 -0.331 0.1883
H 2.777 1.842 0.017 0.2004
H -1.299 -2.765 -0.925 0.2541
H -2.545 -2.365 0.282 0.2414
H -0.948 -2.985 0.793 0.2536
```

Kohn-Sham gap (alpha / beta) = 7.148 / 7.014 eV
Total charge = 0
Highest occupied orbital energy (alpha / beta) = -6.82 / -6.69 eV
Molar mass = 130.6 g/mol



Most stable: *one*. Least stable: *two*.



*one*
Computed, not measured: the molecule C6H8S, with the ωB97M-V functional and the def2-TZVPD basis.

Structure (XYZ):
```
15
Properties=species:S:1:pos:R:3:nbo_charge:R:1
C 1.202 0.001 0.640 -0.3875
C 0.408 1.252 0.385 -0.2008
C -0.834 1.244 -0.093 -0.1693
C -1.611 -0.009 -0.392 -0.4870
C -0.835 -1.254 -0.087 -0.1705
C 0.414 -1.249 0.391 -0.2005
H 2.165 0.009 -1.547 0.1223
H 1.596 0.020 1.669 0.2336
H 0.904 2.196 0.584 0.2151
H -1.340 2.200 -0.256 0.2078
H -1.882 -0.019 -1.452 0.2246
H -2.556 0.017 0.158 0.2245
H -1.327 -2.227 -0.240 0.2095
H 0.937 -2.177 0.583 0.2149
S 2.761 -0.004 -0.343 -0.0367
```

Kohn-Sham gap = 9.934 eV
Total charge = 0
Highest occupied orbital energy = -8.97 eV
Molar mass = 112.2 g/mol



*two*
Computed, not measured: the molecule C6H8S, with the ωB97M-V functional and the def2-TZVPD basis.

Structure (XYZ):
```
15
Properties=species:S:1:pos:R:3:nbo_charge:R:1
C -0.964 1.561 0.315 -0.0344
C 0.366 0.680 0.320 -0.3075
C -1.698 0.306 0.012 -0.2435
C -0.458 -0.566 -0.107 0.1858
C 1.539 1.002 -0.545 -0.6065
C -0.159 -2.018 0.070 -0.6960
S -3.324 -0.047 0.182 -0.1115
H -1.344 2.550 0.725 0.2315
H 0.804 0.700 1.258 0.2037
H 1.342 0.812 -1.618 0.2089
H 2.332 0.240 -0.323 0.2095
H 1.911 2.016 -0.413 0.2211
H 0.784 -2.150 0.532 0.2305
H -0.110 -2.642 -0.993 0.2483
H -1.022 -2.445 0.585 0.2602
```

Kohn-Sham gap (alpha / beta) = 6.458 / 6.934 eV
Total charge = 0
Highest occupied orbital energy (alpha / beta) = -7.85 / -8.14 eV
Molar mass = 112.2 g/mol



Most stable: *one*. Least stable: *two*.



*one*
Computed, not measured: a cluster of 3 separate species, C3H14N2O2 in total, with the ωB97M-V functional and the def2-TZVPD basis.

Structure (XYZ):
```
21
Properties=species:S:1:pos:R:3:nbo_charge:R:1
C -1.775 -1.769 -0.337 -0.6119
C -0.896 -0.797 0.405 -0.2086
N -0.006 -0.096 -0.513 -0.6609
C 0.626 1.077 0.082 -0.0311
N 1.634 1.625 -0.812 -0.8535
H -2.329 -1.195 -1.087 0.2037
H -2.521 -2.256 0.293 0.2198
H -1.153 -2.485 -0.873 0.2091
H -1.473 -0.057 0.972 0.1631
H -0.276 -1.276 1.156 0.1825
H -0.489 0.180 -1.362 0.3690
H 1.089 0.753 1.028 0.1494
H -0.149 1.826 0.295 0.1641
H 1.923 0.946 -1.501 0.3685
H 2.443 1.966 -0.315 0.3638
H 0.657 2.176 3.278 0.4662
H -0.703 1.543 3.408 0.4658
O -0.284 2.350 3.083 -0.9301
H 1.120 -2.240 -2.657 0.4624
H 1.193 -0.957 -1.823 0.4838
O 1.370 -1.313 -2.722 -0.9750
```

Kohn-Sham gap = 9.717 eV
Total charge = 0
Highest occupied orbital energy = -9.14 eV
Molar mass = 110.2 g/mol



*two*
Computed, not measured: a cluster of 3 separate species, C3H14N2O2 in total, with the ωB97M-V functional and the def2-TZVPD basis.

Structure (XYZ):
```
21
Properties=species:S:1:pos:R:3:nbo_charge:R:1
C -0.610 1.751 0.513 -0.2095
C 0.234 0.535 0.870 -0.4246
C -0.615 -0.640 1.288 -0.2186
N 0.212 -1.856 1.493 -0.8485
N 0.293 2.815 -0.027 -0.8358
H -1.405 1.447 -0.208 0.1779
H -1.103 2.096 1.382 0.1786
H 0.851 0.249 -0.014 0.2190
H 0.959 0.810 1.666 0.2006
H -1.344 -0.900 0.516 0.1999
H -1.163 -0.367 2.253 0.1700
H 1.003 -1.602 2.059 0.3644
H -0.307 -2.531 2.127 0.3688
H -0.208 3.610 -0.244 0.3469
H 0.703 2.499 -0.933 0.3667
H 0.453 -2.272 -0.207 0.5055
H 0.473 -3.197 -1.453 0.4716
O 0.518 -2.287 -1.243 -1.0160
H -0.226 0.176 -3.238 0.4686
H 0.131 -0.638 -1.950 0.5081
O -0.068 0.291 -2.262 -0.9935
```

Kohn-Sham gap = 9.800 eV
Total charge = 0
Highest occupied orbital energy = -8.99 eV
Molar mass = 110.2 g/mol



Most stable: *two*. Least stable: *one*.